1.
7
Properties=species:S:1:pos:R:3:forces:R:3 method="wB97M-V/def2-TZVPD" multiplicity=6 homo_lumo_gap_ev="9.20 / 5.59" total_charge=+2 relative_energy_kcal_mol=7.02 mol_weight_g_mol=176.2 e_tot_ha=-2682.73103
Fe 3.785003 2.380020 -0.193863 -1.47 -0.25 0.38
Cl 1.675533 1.872245 0.198753 1.70 0.39 -0.40
Cl -1.593613 -1.493450 -1.423143 1.00 0.35 -0.72
Cl -2.165802 -1.054500 1.214418 0.84 0.53 0.76
C -0.918440 -0.771653 0.001518 -2.71 -1.51 -0.09
H -0.807703 0.304836 -0.060034 0.14 0.70 -0.23
H 0.025021 -1.237498 0.262351 0.50 -0.22 0.30


2.
7
Properties=species:S:1:pos:R:3:forces:R:3 method="wB97M-V/def2-TZVPD" homo_lumo_gap_ev="7.96 / 7.96" total_charge=0 relative_energy_kcal_mol=106.87 mol_weight_g_mol=134.4 e_tot_ha=-1474.46460
Cl 2.081549 -1.255540 0.747330 0.24 -1.00 0.97
Cl 0.022957 -0.079131 -0.991621 1.17 0.34 1.25
Cl 1.961834 1.637703 0.398678 -0.17 -0.81 -0.09
N -1.679087 -0.097330 -0.373340 -2.08 -1.42 2.31
C 1.584895 0.007676 -0.211337 -1.30 1.92 -1.78
H -2.195173 0.708124 0.099772 1.73 -0.79 -0.94
H -1.776978 -0.921502 0.330520 0.42 1.77 -1.73


3.
10
Properties=species:S:1:pos:R:3:forces:R:3 method="wB97M-V/def2-TZVPD" homo_lumo_gap_ev=8.28 total_charge=0 relative_energy_kcal_mol=12.40 mol_weight_g_mol=233.8 e_tot_ha=-2638.08242
Cl -2.697585 -1.445684 -0.893478 0.00 -0.36 0.15
Cl -2.093489 -0.055628 1.945925 -0.07 -0.34 0.51
Cl 3.158736 0.800034 0.829342 0.94 -0.07 0.22
Cl 1.234139 1.749240 -1.412682 0.06 0.51 -1.12
P 1.179026 0.979820 0.419588 -0.35 -0.29 0.97
P -1.618196 -0.023049 0.017381 2.42 -0.73 -0.63
O -1.862752 1.282050 -0.574991 0.06 0.49 -0.23
C 0.855600 -0.735354 -0.031609 -3.22 1.05 0.06
H 1.005085 -1.072068 -1.044463 0.07 -0.09 -0.20
H 0.839432 -1.479360 0.744991 0.09 -0.17 0.28


4.
9
Properties=species:S:1:pos:R:3:forces:R:3 method="wB97M-V/def2-TZVPD" homo_lumo_gap_ev="8.00 / 8.41" total_charge=0 relative_energy_kcal_mol=195.72 mol_weight_g_mol=129.5 e_tot_ha=-863.16312
Cl -2.465052 0.569040 1.521509 0.26 -0.27 -0.06
F 0.012760 -2.969675 0.968344 -0.30 -1.10 -0.75
F 1.903393 -2.199941 2.079064 -0.84 0.39 -0.95
N -1.888887 -1.006422 1.225862 0.64 0.47 2.13
N 0.575198 0.198948 0.317301 1.70 2.71 -0.98
N 0.371045 -1.853692 1.570902 1.38 -1.22 3.64
C 0.257103 -0.799040 0.860829 -1.20 -0.10 -0.45
H -1.797450 -1.022226 0.261001 -0.42 -0.16 -2.85
H 1.544226 0.558066 0.135406 -1.22 -0.72 0.28